ORCA calculation (the ωB97M-V functional and the def2-TZVPD basis) on C18H42GeIrN2OSSbSe4Si4 as an isolated structure.

Geometry as XYZ:
```
75
Properties=species:S:1:pos:R:3:forces:R:3
Ir 1.72940 0.82866 -1.22091 -0.44 0.00 0.02
Se 7.09172 1.20648 -1.50311 0.03 0.08 -0.02
Sb 5.71746 -0.43996 -0.46579 -0.14 0.02 0.14
Se 3.55430 -0.81032 -1.78809 0.07 -0.26 -0.14
Se 5.63351 -0.49491 1.97657 -0.05 -0.07 -0.05
Se 6.15032 -2.82762 -1.20831 0.06 -0.07 -0.01
C -1.97894 0.30249 -2.90490 -0.01 -0.01 -0.01
Si -0.85006 -1.18094 -2.64273 -0.03 0.06 -0.03
C -1.91689 -2.73022 -2.80666 0.02 -0.01 -0.01
C 0.39676 -1.22203 -4.05312 -0.01 0.01 -0.01
Ge 0.28863 -1.11899 -0.51502 0.17 0.06 0.09
Si 1.21002 -3.33631 -0.27987 -0.07 0.04 -0.04
C -0.12200 -4.56443 0.28190 0.00 0.02 0.00
C 1.81729 -4.09825 -1.89065 -0.01 0.02 0.01
C 2.51361 -3.34247 1.05783 0.06 -0.05 0.06
Si -1.40289 -1.07479 1.18007 -0.04 0.01 -0.01
C -2.80780 -2.29277 0.85480 -0.02 0.01 0.03
C -0.60379 -1.61062 2.81321 -0.03 0.04 -0.02
C -2.32030 0.54966 1.47494 0.03 0.00 -0.04
H -2.56563 0.17101 -3.81954 -0.01 -0.01 0.00
H -1.40786 1.22887 -2.98616 0.00 -0.02 0.00
H -2.67007 0.42761 -2.06727 -0.01 -0.01 -0.01
H -2.15290 -2.89484 -3.86260 -0.01 0.00 0.00
H -2.85856 -2.62661 -2.26518 0.01 -0.01 0.02
H -1.40919 -3.62075 -2.43274 0.00 0.01 -0.03
H -0.12414 -1.16428 -5.01406 0.01 -0.02 -0.01
H 0.98177 -2.14414 -4.03469 0.02 0.01 0.02
H 1.11070 -0.39520 -4.00584 -0.01 0.02 -0.01
H -1.00077 -4.55872 -0.36651 0.02 -0.01 0.01
H -0.45326 -4.39236 1.30715 -0.01 0.01 0.01
H 0.31270 -5.56828 0.24111 0.01 -0.01 0.01
H 0.97107 -4.31236 -2.55075 0.02 0.01 0.00
H 2.31069 -5.04858 -1.66368 -0.01 -0.01 0.00
H 2.52640 -3.46573 -2.41935 0.03 0.02 -0.01
H 2.07758 -3.02691 2.00972 -0.02 -0.01 0.01
H 3.34071 -2.67055 0.83940 0.08 0.09 -0.03
H 2.92838 -4.34567 1.19449 -0.01 -0.01 0.00
H -2.47618 -3.32995 0.88080 0.00 0.01 -0.02
H -3.27769 -2.11270 -0.11365 -0.01 0.03 0.01
H -3.57506 -2.16161 1.62497 0.00 -0.02 0.00
H -0.49880 -2.69672 2.84098 0.02 -0.01 0.00
H -1.21748 -1.31626 3.67069 0.00 0.00 0.00
H 0.39638 -1.19182 2.93401 0.03 0.06 0.02
H -2.97748 0.75347 0.62602 0.03 -0.01 0.01
H -1.67872 1.42059 1.58889 -0.03 -0.01 0.03
H -2.94504 0.45051 2.36878 -0.01 -0.01 0.00
S 3.08796 1.53248 0.45697 0.07 0.17 -0.07
C 2.21939 1.46643 1.91591 -0.01 -0.05 0.00
N 2.86846 1.28966 3.06193 0.09 0.25 0.05
C 1.93474 1.23941 4.18257 -0.02 -0.05 -0.01
C 0.62299 1.73731 3.53886 0.01 -0.04 0.01
N 0.91746 1.62493 2.11443 -0.05 -0.10 -0.02
H 3.80845 0.88464 3.03581 -0.02 -0.11 -0.02
H 2.26393 1.87816 5.00019 -0.02 -0.01 0.01
H 1.83767 0.21614 4.55107 0.01 -0.01 -0.01
H 0.41037 2.77586 3.80411 0.01 0.00 -0.01
H -0.23190 1.12184 3.81082 -0.03 -0.01 0.02
H 0.31373 1.92655 1.35340 -0.01 0.04 -0.02
C -2.13038 4.51627 1.48019 0.00 -0.01 0.00
Si -2.04215 4.06917 -0.34153 0.01 0.00 0.00
C -1.64582 5.60632 -1.33419 0.00 0.00 0.00
C -3.69016 3.37782 -0.89972 -0.01 0.01 0.00
C -0.72840 2.83548 -0.59026 0.01 0.02 0.04
C 0.17115 2.04030 -0.82002 0.04 -0.08 0.01
H -2.82383 5.34341 1.65065 -0.01 -0.01 0.00
H -1.14750 4.82074 1.84745 0.00 0.01 0.00
H -2.46937 3.66484 2.07507 0.01 0.01 0.00
H -2.38729 6.39112 -1.16520 0.00 0.00 0.00
H -1.62870 5.37686 -2.40155 0.00 0.00 0.00
H -0.66325 5.99745 -1.06385 0.00 0.00 0.00
H -4.47373 4.13759 -0.84090 0.00 0.00 0.00
H -3.98977 2.53132 -0.27899 -0.01 0.02 -0.01
H -3.62780 3.02992 -1.93287 0.00 0.00 0.00
O 2.92952 3.15270 -2.83455 -0.05 -0.04 -0.16
C 2.52638 2.26463 -2.26096 0.22 0.03 0.25
```
Positions in Å, forces in eV/Å.

The total charge is -1. Its HOMO-LUMO gap (spin up / spin down) is 5.364 / 5.357 eV. The molar mass comes out at 1149.4 g/mol. Its expectation value of S² is 0.755. Its spin multiplicity is 2. For the highest occupied orbital energy (spin up / spin down), the calculation gives -4.59 / -4.59 eV.

Mulliken atomic charge list, values in e, 4 entries: 1.1657 -0.6656 0.7586 -0.4688